1.
# C20H22N2O2

An isolated molecule of C20H22N2O2 (ωB97M-V with the def2-TZVPD basis set, the OMol25 dataset).

Last column: Löwdin charge in e.
Positions of all 46 atoms, in Å:
O1 -2.1511 -0.7533 -1.8194  -0.08
C1 -2.8966 -1.3421 -0.7800  -0.24
H1 -2.5723 -2.3837 -0.7208  0.12
C2 -2.6408 -0.6425 0.5618  -0.16
N1 -3.1125 0.7394 0.5141  -0.18
C3 -4.3401 0.9707 1.2493  -0.19
H2 -4.2417 0.7131 2.3209  0.13
C4 -5.5328 0.1943 0.6833  -0.26
O2 -5.7207 0.3867 -0.6943  -0.06
H3 -5.6730 1.3297 -0.8861  0.09
H4 -5.3996 -0.8810 0.8163  0.11
H5 -6.4311 0.4993 1.2436  0.12
H6 -4.5665 2.0413 1.1832  0.12
C5 -2.0847 1.7082 0.8823  -0.20
C6 -0.9399 1.5975 -0.0014  0.00
C7 -0.0390 1.4495 -0.7786  0.02
C8 1.0971 1.1843 -1.6467  -0.12
N2 2.1157 0.4404 -0.9495  -0.01
C9 3.3145 0.9213 -0.4828  -0.15
C10 3.8795 2.1832 -0.6059  -0.02
C11 5.1266 2.3928 -0.0495  -0.10
C12 5.8058 1.3766 0.6183  -0.10
C13 5.2496 0.1200 0.7498  -0.02
C14 3.9967 -0.1158 0.2003  -0.10
C15 3.1393 -1.2661 0.1533  -0.10
C16 3.2421 -2.5614 0.6445  -0.02
C17 2.1968 -3.4354 0.4234  -0.10
C18 1.0606 -3.0340 -0.2771  -0.09
C19 0.9331 -1.7531 -0.7796  -0.01
C20 1.9830 -0.8725 -0.5590  -0.15
H7 0.0457 -1.4537 -1.3154  0.09
H8 0.2595 -3.7421 -0.4316  0.10
H9 2.2556 -4.4468 0.7984  0.10
H10 4.1216 -2.8729 1.1882  0.11
H11 5.7747 -0.6676 1.2693  0.11
H12 6.7796 1.5805 1.0385  0.10
H13 5.5847 3.3676 -0.1336  0.10
H14 3.3685 2.9879 -1.1146  0.10
H15 0.7460 0.6012 -2.5081  0.14
H16 1.5243 2.1235 -2.0083  0.12
H17 -1.7421 1.5778 1.9264  0.14
H18 -2.5094 2.7143 0.7888  0.13
H19 -1.5624 -0.6543 0.7455  0.12
H20 -3.1296 -1.2042 1.3676  0.12
H21 -3.9642 -1.3094 -1.0256  0.10
H22 -2.3509 0.1909 -1.7993  0.08

Results
* charge: 0
* ΔE to the lowest compared entry with this formula, charge and spin: 348.7 kJ/mol
* orbital gap: 8.43 eV

2.
# C20H22N2O3

An isolated molecule of C20H22N2O3 (ωB97M-V with the def2-TZVPD basis set, the OMol25 dataset).

Last column: Löwdin charge in e.
Positions of all 47 atoms, in Å:
C1 -6.0761 -1.7414 -1.6966  -0.09
H1 -6.9597 -1.7487 -2.3302  0.07
H2 -6.2720 -2.3545 -0.8198  0.07
H3 -5.2499 -2.1859 -2.2467  0.07
C2 -5.7290 -0.3106 -1.2795  -0.22
C3 -4.5091 -0.2992 -0.4047  -0.25
C4 -3.2377 -0.2003 -0.9569  -0.02
C5 -2.1073 -0.2282 -0.1638  -0.02
C6 -2.2317 -0.3409 1.2176  -0.26
C7 -3.4991 -0.4687 1.7774  -0.02
C8 -4.6211 -0.4460 0.9720  -0.04
H4 -5.5993 -0.5388 1.4211  0.12
H5 -3.5998 -0.5787 2.8476  0.11
N1 -1.1119 -0.3856 2.0625  0.14
C9 0.1064 0.2043 1.9438  -0.40
O1 1.0383 -0.2159 2.6243  0.05
C10 0.2387 1.3573 1.0224  -0.09
C11 -0.8085 2.2642 0.8718  -0.04
C12 -0.6990 3.3349 0.0081  -0.08
C13 0.4654 3.5081 -0.7254  -0.06
C14 1.5331 2.6492 -0.5596  0.00
C15 1.4493 1.5850 0.3371  -0.15
N2 2.5243 0.7437 0.5935  0.15
C16 3.7078 0.6353 -0.0749  -0.40
O2 4.0004 1.2377 -1.0809  0.10
C17 4.6231 -0.4104 0.5806  -0.25
C18 4.1993 -1.8269 0.1063  -0.11
H6 3.3563 -1.7557 -0.5826  0.12
C19 5.4483 -2.3497 -0.6117  -0.14
H7 6.0392 -2.9731 0.0596  0.11
C20 6.2070 -1.0556 -0.9187  -0.19
H8 5.8180 -0.5821 -1.8290  0.12
H9 7.2857 -1.1851 -1.0064  0.12
O3 5.9674 -0.2305 0.2019  -0.08
H10 5.2134 -2.9159 -1.5095  0.11
H11 3.9086 -2.4565 0.9445  0.11
H12 4.5777 -0.2991 1.6691  0.16
H13 2.3838 0.1652 1.4220  0.11
H14 2.4492 2.7984 -1.1059  0.10
H15 0.5506 4.3331 -1.4165  0.11
H16 -1.5181 4.0298 -0.0945  0.10
H17 -1.7112 2.1340 1.4494  0.12
H18 -1.1703 -1.0389 2.8354  0.16
H19 -1.1288 -0.1634 -0.6136  0.12
H20 -3.1282 -0.1061 -2.0273  0.12
H21 -6.5745 0.1216 -0.7407  0.11
H22 -5.5489 0.2905 -2.1725  0.11

Results
* charge: 0
* ΔE to the lowest compared entry with this formula, charge and spin: 73.3 kJ/mol
* orbital gap: 8.98 eV

Repeat the second record exactly.
# C20H22N2O3

An isolated molecule of C20H22N2O3 (ωB97M-V with the def2-TZVPD basis set, the OMol25 dataset).

Last column: Löwdin charge in e.
Positions of all 47 atoms, in Å:
C1 -6.0761 -1.7414 -1.6966  -0.09
H1 -6.9597 -1.7487 -2.3302  0.07
H2 -6.2720 -2.3545 -0.8198  0.07
H3 -5.2499 -2.1859 -2.2467  0.07
C2 -5.7290 -0.3106 -1.2795  -0.22
C3 -4.5091 -0.2992 -0.4047  -0.25
C4 -3.2377 -0.2003 -0.9569  -0.02
C5 -2.1073 -0.2282 -0.1638  -0.02
C6 -2.2317 -0.3409 1.2176  -0.26
C7 -3.4991 -0.4687 1.7774  -0.02
C8 -4.6211 -0.4460 0.9720  -0.04
H4 -5.5993 -0.5388 1.4211  0.12
H5 -3.5998 -0.5787 2.8476  0.11
N1 -1.1119 -0.3856 2.0625  0.14
C9 0.1064 0.2043 1.9438  -0.40
O1 1.0383 -0.2159 2.6243  0.05
C10 0.2387 1.3573 1.0224  -0.09
C11 -0.8085 2.2642 0.8718  -0.04
C12 -0.6990 3.3349 0.0081  -0.08
C13 0.4654 3.5081 -0.7254  -0.06
C14 1.5331 2.6492 -0.5596  0.00
C15 1.4493 1.5850 0.3371  -0.15
N2 2.5243 0.7437 0.5935  0.15
C16 3.7078 0.6353 -0.0749  -0.40
O2 4.0004 1.2377 -1.0809  0.10
C17 4.6231 -0.4104 0.5806  -0.25
C18 4.1993 -1.8269 0.1063  -0.11
H6 3.3563 -1.7557 -0.5826  0.12
C19 5.4483 -2.3497 -0.6117  -0.14
H7 6.0392 -2.9731 0.0596  0.11
C20 6.2070 -1.0556 -0.9187  -0.19
H8 5.8180 -0.5821 -1.8290  0.12
H9 7.2857 -1.1851 -1.0064  0.12
O3 5.9674 -0.2305 0.2019  -0.08
H10 5.2134 -2.9159 -1.5095  0.11
H11 3.9086 -2.4565 0.9445  0.11
H12 4.5777 -0.2991 1.6691  0.16
H13 2.3838 0.1652 1.4220  0.11
H14 2.4492 2.7984 -1.1059  0.10
H15 0.5506 4.3331 -1.4165  0.11
H16 -1.5181 4.0298 -0.0945  0.10
H17 -1.7112 2.1340 1.4494  0.12
H18 -1.1703 -1.0389 2.8354  0.16
H19 -1.1288 -0.1634 -0.6136  0.12
H20 -3.1282 -0.1061 -2.0273  0.12
H21 -6.5745 0.1216 -0.7407  0.11
H22 -5.5489 0.2905 -2.1725  0.11

Results
* charge: 0
* ΔE to the lowest compared entry with this formula, charge and spin: 73.3 kJ/mol
* orbital gap: 8.98 eV

- Look up the charge of the second one.
  0